[1]
Here is a 10-piece molecular cluster, C51H118N4O10 overall at a distorted geometry from OMol25. Energies are from ωB97M-V/def2-TZVPD.

Each line ends with the Mulliken charge.
Atoms and positions in Å:
O 1.16146 1.89887 3.06647  -0.76
H 0.91058 1.46327 2.25189  -0.15
H 1.56005 1.20772 3.59532  0.42
C -5.02361 -8.65997 2.08602  -1.76
C -4.27001 -8.14497 0.90879  1.23
C -5.20655 -7.78322 -0.32943  -0.92
C -4.73704 -6.74682 -1.36206  -0.67
C -3.90374 -5.58925 -0.72616  -1.40
C -3.91622 -5.51259 0.81310  2.08
N -3.56382 -6.87494 1.16609  0.22
O -2.82876 -6.91593 2.40295  -0.40
C -2.75282 -4.46224 1.11699  -2.19
C -5.24997 -5.02433 1.40734  -1.70
C -3.24371 -9.15322 0.25471  -1.75
H -4.47974 -8.72507 3.02840  0.43
H -5.33451 -9.69643 1.95499  0.39
H -5.86258 -7.96869 2.16586  0.31
H -5.45957 -8.59526 -1.01111  0.41
H -6.13075 -7.36253 0.06677  0.37
H -5.66181 -6.33657 -1.76776  0.26
H -4.17808 -7.25851 -2.14554  0.42
H -4.11265 -4.61332 -1.16436  0.52
H -2.88816 -5.84234 -1.03052  0.43
H -2.90116 -3.55424 0.53249  0.43
H -2.65086 -4.11278 2.14440  0.34
H -1.76423 -4.81360 0.82145  0.47
H -5.73687 -4.15127 0.97280  0.38
H -6.02145 -5.79094 1.47963  0.30
H -5.16339 -4.70946 2.44727  0.40
H -2.39755 -9.45692 0.87106  0.38
H -2.84642 -8.84358 -0.71193  0.30
H -3.80319 -10.05414 0.00285  0.42
H -3.56119 -6.88105 3.02257  0.29
C 5.00959 2.76778 -6.92114  -1.97
C 4.73260 2.85170 -5.34051  1.61
C 5.91832 3.70583 -4.78200  -1.56
C 5.71876 4.27043 -3.36820  -0.38
C 4.51431 5.08864 -3.40514  -1.54
C 3.22601 4.48048 -3.93187  2.46
N 3.53268 3.66186 -5.17415  0.13
O 2.43084 3.04795 -5.71343  -0.44
C 2.35590 3.72088 -2.87971  -1.09
C 2.26025 5.58001 -4.43985  -2.03
C 4.69374 1.43573 -4.61792  -1.45
H 5.89891 2.19916 -7.19294  0.42
H 5.21192 3.74765 -7.35360  0.42
H 4.20616 2.24515 -7.44027  0.35
H 6.72071 2.97579 -4.88829  0.55
H 6.19026 4.53711 -5.43247  0.38
H 6.61509 4.85121 -3.15054  0.42
H 5.56610 3.57423 -2.54352  0.16
H 4.79667 5.86577 -4.11539  0.39
H 4.32250 5.54684 -2.43490  0.43
H 1.42432 3.32436 -3.28350  0.06
H 2.99090 2.99624 -2.37002  0.10
H 2.05463 4.25323 -1.97752  0.34
H 1.18235 5.42208 -4.47543  0.29
H 2.30273 6.36501 -3.68481  0.41
H 2.54728 5.97717 -5.41349  0.47
H 4.25251 1.46885 -3.62177  0.14
H 5.69998 1.05460 -4.44380  0.43
H 4.13975 0.80518 -5.31334  0.46
H 2.33643 2.29670 -5.12325  0.21
C 0.89221 -4.24584 5.89908  -1.68
C 0.81291 -3.41514 4.60128  1.23
C 0.30276 -1.93234 5.02440  -0.56
C 1.32549 -1.16069 5.78679  -1.13
C 2.55628 -1.05294 4.83337  -0.43
C 3.14983 -2.40550 4.30740  1.94
N 2.07702 -3.25006 3.70872  1.10
O 2.45849 -4.37581 2.99914  -0.57
C 4.20094 -2.06114 3.24421  -1.90
C 3.90804 -2.96869 5.50786  -2.04
C -0.28695 -3.99954 3.70173  -1.30
H 1.38669 -3.71706 6.71392  0.35
H 1.38231 -5.21902 5.92731  0.33
H -0.14779 -4.47351 6.13292  0.41
H -0.00651 -1.56078 4.04747  -0.24
H -0.61747 -2.16931 5.55836  0.75
H 1.66416 -1.69353 6.67532  0.38
H 0.98420 -0.20650 6.18818  0.46
H 3.30259 -0.46912 5.37214  0.74
H 2.13048 -0.45466 4.02784  -1.12
H 4.83299 -1.28385 3.67366  0.48
H 4.77014 -2.95280 2.98146  0.43
H 3.71331 -1.69899 2.33913  0.00
H 3.98360 -4.05155 5.60687  0.43
H 4.96912 -2.72021 5.52945  0.45
H 3.71671 -2.72351 6.55255  0.34
H -1.17451 -4.15591 4.31482  0.55
H -0.16369 -4.97511 3.23147  0.64
H -0.52512 -3.31441 2.88811  -0.61
H 2.12689 -4.13550 2.13087  0.33
C -2.94214 6.31934 1.79739  -1.92
C -3.36094 5.64290 0.48404  1.55
C -3.99240 6.81714 -0.36342  -1.45
C -4.18625 6.43163 -1.84760  -0.62
C -2.82628 6.01660 -2.43417  -1.21
C -2.13106 4.85272 -1.57188  2.07
N -2.15803 5.22105 -0.15713  0.07
O -1.55463 4.28672 0.56040  -0.18
C -2.93304 3.56590 -1.97286  -1.72
C -0.63070 4.68688 -2.03657  -1.42
C -4.45644 4.58612 0.63184  -1.55
H -2.39109 5.53731 2.31977  0.42
H -3.86392 6.51727 2.34444  0.45
H -2.49417 7.31304 1.79464  0.33
H -4.91035 7.23120 0.05374  0.49
H -3.30639 7.66289 -0.41037  0.46
H -4.52342 7.27039 -2.45663  0.46
H -4.87304 5.59474 -1.97415  0.26
H -2.26113 6.94221 -2.54347  0.48
H -2.97820 5.71856 -3.47157  0.39
H -2.68591 2.98929 -1.08148  0.45
H -3.99986 3.74319 -2.10914  0.39
H -2.44115 3.10745 -2.83074  0.05
H -0.37237 3.73304 -1.57662  -0.41
H -0.43030 4.68325 -3.10798  0.17
H 0.14120 5.36547 -1.67357  0.57
H -4.43425 3.72729 -0.03899  0.40
H -5.46089 4.97352 0.46127  0.26
H -4.40224 4.02119 1.56245  0.40
H -0.70885 4.68098 0.78577  0.33
C 3.14702 -1.83325 -2.77653  -1.61
C 2.33580 -2.48375 -1.77774  1.93
C 2.39773 -4.03533 -2.13466  -1.69
O 2.86005 -2.39225 -0.43640  -0.30
H 2.91748 -2.14487 -3.79549  0.43
H 4.22292 -1.86403 -2.60452  0.33
H 2.93955 -0.76849 -2.67011  0.21
H 1.33105 -2.06359 -1.82281  -0.73
H 3.33093 -4.57887 -1.98701  0.39
H 2.20528 -4.29228 -3.17631  0.42
H 1.57567 -4.53736 -1.62447  0.37
H 3.73449 -2.76436 -0.30044  0.26
C -1.61958 -0.61621 -3.82284  -1.28
C -1.52327 0.56050 -4.78822  0.77
C -0.19480 1.20351 -4.61852  -0.87
O -1.50341 0.06193 -6.07318  -0.61
H -0.86085 -1.39686 -3.76802  0.31
H -2.57564 -1.07728 -4.07074  0.43
H -1.59766 -0.35763 -2.76418  0.12
H -2.30253 1.32256 -4.77728  0.23
H -0.18369 1.72298 -3.66033  -0.28
H 0.01881 1.93578 -5.39714  0.63
H 0.62010 0.47967 -4.60805  0.24
H -1.29231 0.76526 -6.69154  0.34
C 3.93348 4.52164 2.09476  -1.33
C 3.93561 3.52616 0.87753  0.55
C 4.49369 2.10406 1.31723  -1.17
O 2.67995 3.55221 0.45276  -0.08
H 3.21810 4.13950 2.82298  0.31
H 3.53093 5.45061 1.69095  0.33
H 4.87520 4.59936 2.63808  0.39
H 4.56034 3.94088 0.08645  0.08
H 3.96794 1.53462 2.08367  0.08
H 5.47312 2.26773 1.76671  0.53
H 4.61263 1.46587 0.44163  0.30
H 2.25532 3.23130 1.25171  0.09
C -2.88836 0.81153 5.24264  -0.98
C -3.74548 0.31982 4.08361  0.34
C -2.84929 -0.59329 3.13562  -0.62
O -4.87669 -0.36318 4.61411  -0.59
H -2.28429 1.66099 4.92388  0.31
H -2.17348 0.07059 5.60050  0.05
H -3.55690 1.09332 6.05612  0.38
H -4.16204 1.19135 3.57863  0.20
H -3.50480 -0.98200 2.35632  0.36
H -2.46002 -1.50680 3.58514  0.15
H -2.07661 0.02133 2.67377  0.03
H -5.56569 0.29347 4.73941  0.36
C 0.40840 1.06654 -0.78413  -0.14
C 0.26705 0.06261 0.41670  0.67
C -0.78670 -1.02481 0.21207  -0.85
O 1.51389 -0.33898 0.95271  0.90
H 1.34633 1.62042 -0.74392  0.01
H -0.44481 1.73809 -0.68855  -0.07
H 0.46924 0.50971 -1.71919  -0.10
H -0.04150 0.64200 1.28688  0.21
H -1.69879 -0.51689 -0.10131  0.73
H -0.78766 -1.60761 1.13319  -0.70
H -0.41599 -1.64808 -0.60169  0.26
H 1.80394 -1.14941 0.52768  -0.38

Summary:
**Frontier orbital gap**: 0.3144 Ha
**Energy relative to the best compared isomer or geometry (same formula, charge and spin)**: 5.821 eV
**SMILES**: CC1(C)CCCC(C)(C)N1O.CC1(C)CCCC(C)(C)N1O.CC1(C)CCCC(C)(C)N1O.CC1(C)CCCC(C)(C)N1O.CC(C)O.CC(C)O.CC(C)O.CC(C)O.CC(C)O.O
**E**: -2984.982043 Eh
**Largest force on an atom**: 4.75 eV/Å

[2]
Here is a 17-piece molecular cluster, C51H119N17O17 overall at a distorted geometry from OMol25. Energies are from ωB97M-V/def2-TZVPD.

Each line ends with the Mulliken charge.
Atoms and positions in Å:
C 15.84014 -12.65649 15.34690  0.62
C 16.10013 -13.58918 14.18286  -0.26
O 16.97455 -14.46408 14.18610  -0.59
N 15.34393 -13.36451 13.10904  0.07
C 15.46249 -14.30187 11.97003  -0.73
H 14.96114 -13.11257 15.88897  -0.41
H 15.60034 -11.58366 15.09666  0.33
H 16.65834 -12.60478 16.03044  -0.01
H 14.62299 -12.64553 13.24455  0.21
H 16.24064 -14.06628 11.24292  0.28
H 14.52772 -14.34638 11.36674  0.33
H 15.73339 -15.24838 12.47039  0.10
C 7.70556 -12.17855 16.66875  -0.85
C 7.87080 -11.66096 18.10241  0.81
O 8.27441 -10.46628 18.24698  -0.72
N 7.78909 -12.52104 19.12688  0.02
C 8.14948 -12.12008 20.47782  -0.90
H 8.48630 -11.62802 16.15053  0.08
H 6.76516 -11.89202 16.20847  0.36
H 7.82038 -13.22965 16.51584  0.25
H 7.50245 -13.48274 18.92094  0.14
H 8.32109 -11.03430 20.45294  0.38
H 9.08509 -12.51561 20.79654  0.27
H 7.37633 -12.40620 21.26332  0.24
C 10.51949 -21.77958 16.53636  -1.54
C 11.85023 -21.01917 16.68221  0.16
O 12.78899 -21.68861 17.14330  -0.31
N 11.85824 -19.75483 16.34294  1.08
C 10.75720 -19.12327 15.75364  -1.00
H 9.67260 -21.31568 17.00749  0.29
H 10.67125 -22.76525 17.00018  0.33
H 10.30154 -21.98404 15.46038  0.37
H 12.75154 -19.23856 16.46993  -0.08
H 9.91554 -19.00304 16.49914  0.16
H 10.36839 -19.56164 14.80520  0.39
H 11.07515 -18.11894 15.47285  0.19
C 15.25081 -21.70097 13.78398  -1.10
C 16.50561 -21.06389 13.23805  0.83
O 17.61562 -21.26627 13.68366  -0.58
N 16.27131 -20.19202 12.21849  -0.14
C 17.32361 -19.38196 11.66904  -0.70
H 14.91821 -21.27539 14.69180  -0.06
H 15.38305 -22.73126 13.92368  0.43
H 14.42254 -21.61612 13.06446  0.46
H 15.36009 -20.16797 11.83684  0.19
H 17.00292 -18.34625 11.63089  0.21
H 17.47409 -19.71365 10.62496  0.35
H 18.24215 -19.63520 12.18520  0.18
C 8.94723 -16.76373 21.56640  -0.90
C 7.94005 -16.33412 20.47152  0.61
O 7.74466 -15.11523 20.29603  -0.63
N 7.26412 -17.28459 19.82391  -0.09
C 6.60445 -17.21996 18.53237  -0.72
H 8.65052 -16.28877 22.52778  0.44
H 9.90050 -16.49194 21.28124  0.10
H 8.86566 -17.86882 21.72424  0.24
H 7.37772 -18.22195 20.13615  0.23
H 6.95589 -18.01690 17.83879  0.17
H 6.80329 -16.23333 18.09986  0.20
H 5.55905 -17.55673 18.69693  0.35
C 19.54356 -17.25010 13.50809  -0.21
C 20.31474 -16.40891 14.46930  0.51
O 21.50126 -16.61970 14.81804  -0.61
N 19.68952 -15.34915 15.01951  0.38
C 20.31660 -14.33578 15.82422  -0.94
H 18.71459 -16.66668 13.00930  0.26
H 19.12367 -18.07020 14.08483  -0.36
H 20.30905 -17.63163 12.80342  0.44
H 18.75978 -15.22765 14.65272  -0.02
H 20.91107 -13.66517 15.23408  0.36
H 20.99588 -14.71865 16.58385  0.19
H 19.51310 -13.78982 16.25842  0.27
C 11.14586 -20.09195 20.05952  -0.37
C 10.47451 -18.94736 19.34733  0.42
O 9.50320 -19.17271 18.61231  -0.60
N 11.03813 -17.70486 19.54867  0.64
C 10.62395 -16.64928 18.64347  -1.08
H 11.88189 -20.55409 19.43063  -0.56
H 10.41549 -20.81130 20.42380  0.60
H 11.68765 -19.70360 20.97731  0.17
H 12.03153 -17.68402 19.79971  -0.17
H 10.76812 -15.68655 19.11397  0.47
H 9.56342 -16.83518 18.47780  0.45
H 11.16287 -16.72397 17.68758  0.07
C 14.29450 -19.17113 18.84390  2.75
C 14.26238 -19.05225 20.36595  -0.31
O 13.81915 -18.06281 20.91889  -0.84
N 14.66063 -20.17476 21.04342  0.14
C 14.77620 -21.46335 20.29025  -1.06
H 13.86519 -18.26253 18.41834  -1.06
H 13.69061 -20.01552 18.57338  -0.11
H 15.34093 -19.29183 18.51491  -0.95
H 14.62090 -20.11897 22.04710  0.34
H 13.83360 -21.93531 20.22101  0.38
H 15.36940 -22.10994 20.90322  0.47
H 15.29172 -21.37275 19.32978  0.08
C 18.49563 -11.10042 19.72611  -1.17
C 18.21902 -12.31882 18.83265  0.54
O 18.22318 -12.24994 17.59830  -0.70
N 18.04683 -13.46142 19.48496  0.32
C 18.07422 -14.68853 18.78439  -0.24
H 18.54243 -11.17205 20.85203  0.28
H 17.76425 -10.34024 19.44443  0.26
H 19.45488 -10.66672 19.36298  0.38
H 18.28731 -13.55321 20.44639  0.32
H 17.88317 -14.49066 17.73505  -0.35
H 17.29807 -15.33719 19.19312  -0.29
H 19.05601 -15.14416 18.81708  0.55
C 20.32039 -23.33728 17.74907  -1.18
C 20.64367 -21.94272 17.33121  0.58
O 21.17825 -21.12173 18.05022  -0.75
N 20.30698 -21.80104 15.98734  -0.05
C 20.34962 -20.48845 15.39536  -0.56
H 19.28224 -23.58861 17.43201  0.37
H 20.26091 -23.36991 18.83920  0.31
H 21.05841 -24.07814 17.45388  0.35
H 19.74590 -22.53649 15.63015  0.37
H 19.46943 -19.81666 15.56170  -0.17
H 20.42913 -20.52734 14.30493  0.34
H 21.23732 -20.02575 15.81668  0.51
C 19.76158 -17.77818 17.69706  -0.64
C 18.75775 -18.41743 18.60505  -0.03
O 17.60472 -17.90048 18.66364  0.10
N 19.11308 -19.53128 19.26736  0.00
C 18.16988 -20.19656 20.20757  -0.95
H 19.13525 -17.43913 16.89487  -0.36
H 20.51312 -18.55491 17.40533  0.31
H 20.21793 -16.94644 18.23322  0.53
H 20.08143 -19.94867 19.19930  0.38
H 17.14162 -20.05500 19.95145  0.12
H 18.30829 -19.86179 21.24177  0.42
H 18.30305 -21.30421 20.09829  0.30
C 11.82815 -12.30727 16.27674  -0.03
C 12.15314 -11.85240 14.85107  0.47
O 13.07144 -12.28797 14.17126  -0.67
N 11.46660 -10.67807 14.47248  -0.15
C 11.70799 -10.27797 13.09036  -0.87
H 11.89641 -13.39296 16.30744  0.07
H 10.95385 -11.89391 16.69009  0.24
H 12.71671 -11.94338 16.86951  -0.38
H 10.62588 -10.51225 14.95432  0.25
H 11.29550 -9.27872 12.95867  0.39
H 11.14885 -10.96176 12.40462  0.29
H 12.81259 -10.17499 12.86643  0.20
C 13.28744 -9.12777 18.03832  -1.31
C 14.41457 -10.10762 18.47321  0.75
O 14.19665 -10.94757 19.33630  -0.56
N 15.56985 -10.01559 17.77578  0.21
C 15.65285 -9.24117 16.55812  -1.09
H 13.56162 -8.09485 18.04672  0.51
H 12.47778 -9.09694 18.78534  0.34
H 12.81192 -9.35056 17.06461  0.16
H 16.07879 -10.81742 17.80192  -0.05
H 15.05397 -9.51162 15.73573  0.37
H 16.76438 -9.17008 16.29398  0.32
H 15.38005 -8.16402 16.75052  0.38
C 24.39713 -14.85270 16.27405  -0.41
C 25.30211 -16.04330 16.14571  0.56
O 26.44741 -15.96602 16.62882  -0.67
N 24.89605 -17.23895 15.56679  -0.11
C 25.91347 -18.22823 15.11506  -0.92
H 23.40926 -15.02329 15.90104  -0.17
H 24.82583 -14.10690 15.62003  0.28
H 24.40405 -14.48160 17.30917  0.29
H 24.03628 -17.19233 15.01506  0.24
H 26.54862 -18.33923 16.00809  0.33
H 26.44456 -17.99529 14.19482  0.29
H 25.39481 -19.16346 14.93814  0.31
C 15.32134 -13.65965 21.45508  -0.92
C 16.33427 -14.68029 21.80796  1.02
O 17.49164 -14.39684 22.09531  -0.80
N 15.86869 -15.95246 21.81253  0.16
C 16.64850 -17.14405 22.00010  -1.03
H 14.50025 -14.04388 20.74952  0.08
H 15.75991 -12.77908 20.99360  0.14
H 14.81368 -13.38619 22.35018  0.53
H 14.93240 -16.07483 21.44366  0.03
H 17.65831 -16.84093 22.17629  0.49
H 16.68056 -17.73006 21.15469  0.07
H 16.29822 -17.73876 22.84172  0.28
C 14.49532 -24.48477 17.86849  -1.12
C 15.80021 -23.68084 17.85229  0.84
O 16.85144 -24.26543 18.12982  -0.67
N 15.79437 -22.38276 17.38142  0.67
C 17.06196 -21.65974 17.17439  0.46
H 14.64692 -25.15929 18.74214  0.38
H 14.45060 -25.07194 16.92326  0.29
H 13.60602 -23.81472 17.85046  0.08
H 14.87139 -22.05741 17.14436  -0.07
H 17.10403 -20.67396 17.62151  -0.10
H 17.25103 -21.50263 16.06330  -0.30
H 17.75236 -22.26521 17.65471  -0.48
C 15.90571 -17.94557 15.27548  -0.19
C 14.87407 -17.26166 16.18392  0.30
O 13.68450 -17.49892 15.98962  -0.82
N 15.31640 -16.35921 17.05535  1.91
C 14.41976 -15.36209 17.59924  -1.06
H 15.39490 -18.40842 14.49091  0.74
H 16.49521 -18.64464 15.92116  -0.49
H 16.61853 -17.15775 14.97160  -0.39
H 16.26662 -16.31163 17.31781  -0.93
H 15.03795 -14.49443 17.86422  0.16
H 13.89379 -15.76484 18.45373  -0.07
H 13.68766 -15.12022 16.87176  0.56

Summary:
**Frontier orbital gap**: 0.3282 Ha
**Energy relative to the best compared isomer or geometry (same formula, charge and spin)**: 1.692 eV
**E**: -4224.854676 Eh
**Largest force on an atom**: 3.93 eV/Å

- Which value of energy relative to the best compared isomer or geometry (same formula, charge and spin) does entry 1 give?
  5.821 eV